C21H26N2O5 | ωB97M-V/def2-TZVPD

Geometry as XYZ:
```
54
Properties=species:S:1:pos:R:3:forces:R:3
C 2.6835 -1.5026 2.1423 -2.46 -15.55 1.29
C 1.2931 -1.9554 1.5157 4.77 2.95 -2.97
C 0.2422 -2.3780 2.2320 0.87 2.61 -2.74
C -1.0600 -2.5618 1.6031 3.90 1.04 -2.77
C -1.3347 -2.4789 0.1658 7.84 1.83 1.95
C -0.0378 -2.0304 -0.5570 -1.37 -0.99 1.01
C 1.2242 -1.6128 0.1226 -4.78 -4.39 -2.89
O 2.2657 -1.4903 -0.7598 1.75 0.82 4.01
C 2.2698 -1.4889 -2.1729 -2.92 2.97 3.88
C 1.3525 -0.4138 -2.6648 1.59 -6.75 -9.25
O 1.0865 -0.6028 -3.9059 -0.52 0.61 2.53
N 1.2481 0.6556 -2.0905 1.56 5.36 9.78
H 1.4903 0.7407 -1.0203 0.19 -1.29 -2.66
C 0.5192 1.7696 -2.3046 -7.85 2.12 -4.74
C 1.2224 3.0185 -2.5889 6.36 2.38 1.73
N 0.6119 4.2863 -2.9864 -1.10 -6.63 0.43
C 1.2723 5.2229 -3.6074 11.08 -0.99 -4.36
H 1.9504 4.7255 -4.4638 -0.92 0.52 1.55
C 0.4826 6.0376 -4.3741 -1.27 9.12 -1.20
O -0.2093 6.8932 -3.3483 -3.94 -2.41 -1.27
C -1.1632 5.9094 -2.7790 11.28 -3.44 -3.56
C -0.0552 4.9446 -2.0337 -7.80 -1.24 4.36
H -0.7729 4.0889 -1.5347 1.52 2.10 -0.38
H 0.5594 5.4152 -1.2111 -0.50 -0.01 -0.83
H -1.6978 6.2849 -2.1715 -6.64 5.71 8.43
H -1.8131 5.3416 -3.3466 -0.59 -1.20 -2.40
H 0.9114 7.0644 -4.7665 0.63 -2.84 -0.41
H -0.0942 5.5862 -5.1608 -0.81 -0.28 0.14
H 2.1335 5.7615 -3.0049 -1.73 -0.47 -0.55
H 1.8201 3.3408 -1.4683 -1.06 -1.00 -2.63
H 2.1388 2.7156 -3.3014 -2.07 1.10 1.28
H -0.1465 1.5504 -3.3459 1.54 0.48 2.59
H -0.2935 1.9630 -1.5298 1.07 -0.61 -0.63
H 3.2271 -1.2035 -2.3540 2.79 0.41 -1.22
H 1.9684 -2.3981 -2.4435 -0.94 -3.52 -1.99
H 0.0519 -2.2296 -1.6886 -0.63 0.69 1.92
H -2.1439 -2.8350 -0.3926 -1.22 -0.28 -0.27
C -1.8958 -2.7688 2.6175 -9.93 -2.40 -14.96
C -1.8459 -2.8962 3.7753 3.31 0.25 14.35
C -0.4477 -2.5093 4.3398 -0.68 0.19 10.50
O -0.3431 -2.5137 5.7694 -0.09 0.17 -9.29
O 0.6076 -2.0558 3.5637 -5.49 -3.11 1.22
C -3.1260 -3.1988 4.4997 1.32 -6.44 -3.35
H -3.0909 -4.2018 4.9469 0.75 -0.01 0.19
H -3.3095 -2.6462 5.2431 -1.13 4.74 5.70
C -4.3053 -3.3092 3.5624 1.82 4.12 -3.75
H -4.8232 -2.2609 3.6588 0.63 -1.90 -0.83
H -5.0581 -4.0306 3.7023 -0.41 -1.20 0.37
C -3.4803 -3.3786 2.0084 -0.50 10.37 8.11
H -3.3694 -4.1917 1.5919 1.17 -8.56 -3.74
H -3.9205 -2.6617 1.3239 -0.04 0.14 0.00
H 3.4473 -2.0555 1.4901 -0.70 0.76 1.46
H 2.7623 -0.6388 2.0368 1.41 13.80 -1.68
H 2.6262 -1.7679 3.2361 0.95 0.14 -1.43
```
Positions in Å, forces in eV/Å.

Summary:
Highest occupied orbital energy ... -8.6 eV
SMILES string ... Cc1c(OCC(=O)NCCN2CCOCC2)ccc2c3c(c(=O)oc12)CCC3
Energy relative to the best compared isomer or geometry (same formula, charge and spin) ... 484.82 kcal/mol
HOMO-LUMO gap ... 8.26 eV
Electronic energy ... -1300.8573 Eh



C37H55AsN2O8ReSSe | ωB97M-V/def2-TZVPD

Geometry as XYZ:
```
106
Properties=species:S:1:pos:R:3:forces:R:3
Re -0.8744 0.6537 1.3561 0.34 0.60 0.07
C 4.5024 3.6771 -2.8889 0.01 0.00 0.00
C 4.7470 2.2223 -2.4641 0.00 0.00 0.00
C 4.5010 1.2948 -3.6623 0.01 0.00 0.00
C 6.2096 2.0864 -2.0398 -0.01 0.00 0.01
C 3.7816 1.8542 -1.3390 -0.01 0.01 -0.02
C 2.4144 1.9701 -1.5361 -0.02 -0.05 -0.01
C 1.5366 1.6188 -0.5280 0.05 -0.03 0.15
Se -0.3516 1.7596 -0.7975 -0.01 0.03 -0.19
C -0.6661 0.1224 -1.7528 -0.04 0.09 -0.03
C -0.9325 0.1242 -3.1047 0.04 -0.04 -0.01
C -1.2262 -1.0745 -3.7475 0.04 0.03 0.00
C -1.2296 -2.2313 -2.9747 0.00 0.00 -0.01
C -0.9748 -2.2611 -1.6028 0.00 0.00 0.01
C -0.6960 -1.0386 -0.9838 0.10 -0.06 -0.06
O -0.4593 -0.9540 0.3482 -0.33 0.19 0.16
C -1.0346 -3.5610 -0.7981 -0.01 0.00 0.00
C -1.3265 -4.7734 -1.6852 0.00 0.00 0.01
C -2.1642 -3.4648 0.2390 0.02 0.01 0.01
C 0.3103 -3.8126 -0.0991 0.01 0.00 0.00
C -1.5319 -1.0700 -5.2435 -0.01 0.00 0.00
C -0.2619 -0.6846 -6.0146 -0.02 0.00 -0.02
C -2.6354 -0.0392 -5.5325 0.01 -0.01 0.00
C -2.0071 -2.4363 -5.7388 0.00 0.00 0.01
C 1.9572 1.1752 0.7286 0.14 -0.01 -0.11
O 1.0684 0.8591 1.7044 -0.43 -0.08 0.21
C 3.3470 1.0443 0.9473 -0.14 0.01 -0.01
C 4.2020 1.3866 -0.0966 0.02 0.03 -0.02
C 3.9102 0.5710 2.2875 0.01 -0.05 0.02
C 3.3005 -0.7865 2.6770 0.01 0.02 0.03
C 3.6197 1.6442 3.3465 -0.02 -0.06 0.02
C 5.4281 0.3764 2.2433 0.02 -0.01 0.01
H 5.2203 3.9715 -3.6574 -0.01 0.00 -0.01
H 4.6126 4.3526 -2.0389 0.01 0.00 0.00
H 3.5011 3.8131 -3.2993 -0.01 0.01 0.01
H 5.1844 1.5403 -4.4783 0.00 0.00 0.00
H 3.4811 1.3902 -4.0377 0.00 0.00 0.00
H 4.6594 0.2517 -3.3829 0.00 0.00 0.00
H 6.8555 2.3756 -2.8704 0.00 0.00 0.00
H 6.4591 1.0587 -1.7693 0.00 -0.01 0.01
H 6.4449 2.7339 -1.1929 0.00 0.00 0.00
H 2.0167 2.3132 -2.4840 -0.01 0.02 0.00
H -0.9222 1.0618 -3.6466 -0.01 0.00 -0.01
H -1.4579 -3.1658 -3.4615 -0.01 -0.01 0.00
H -2.2970 -4.6956 -2.1783 0.00 0.00 0.00
H -1.3440 -5.6695 -1.0624 0.00 0.00 0.00
H -0.5574 -4.9136 -2.4471 0.00 0.00 -0.01
H -3.1273 -3.3230 -0.2543 -0.01 0.01 0.01
H -2.0053 -2.6236 0.9098 -0.01 -0.01 -0.01
H -2.2050 -4.3835 0.8295 -0.01 -0.01 -0.01
H 1.1010 -3.9603 -0.8378 0.01 0.01 0.00
H 0.2444 -4.7173 0.5102 0.00 -0.01 -0.01
H 0.5946 -2.9826 0.5442 -0.01 0.00 0.01
H 0.1392 0.2670 -5.6622 0.00 0.01 -0.01
H -0.4795 -0.5863 -7.0807 0.00 -0.01 -0.01
H 0.5131 -1.4434 -5.8908 0.01 0.00 0.01
H -2.2652 0.9829 -5.4409 -0.01 0.01 0.04
H -3.4713 -0.1574 -4.8417 -0.02 -0.03 -0.02
H -3.0071 -0.1628 -6.5516 0.02 0.02 -0.01
H -1.2407 -3.2034 -5.6132 0.00 0.00 0.01
H -2.2386 -2.3747 -6.8033 0.00 0.00 0.00
H -2.9098 -2.7590 -5.2165 -0.01 0.00 0.00
H 5.2624 1.2890 0.0737 -0.02 -0.01 -0.01
H 2.2163 -0.7446 2.7268 0.00 0.02 0.01
H 3.6873 -1.0976 3.6509 0.01 0.00 0.00
H 3.5786 -1.5481 1.9449 0.01 0.00 -0.01
H 2.5672 1.9096 3.3582 -0.14 0.00 0.03
H 4.1950 2.5475 3.1327 -0.01 0.00 -0.01
H 3.9036 1.2874 4.3397 0.01 0.00 0.00
H 5.7214 -0.3620 1.4946 0.01 -0.01 0.00
H 5.7641 0.0148 3.2168 0.00 0.00 0.00
H 5.9569 1.3094 2.0406 0.01 -0.01 0.01
O -3.6957 4.1459 1.7361 0.07 0.05 -0.02
As -3.2007 2.7720 2.6778 0.00 0.25 0.40
O -2.9598 3.1033 4.2495 -0.09 0.04 -0.09
O -1.7304 2.3263 1.8913 0.09 -1.09 -0.19
C -4.7125 1.5620 2.5393 0.08 -0.02 -0.08
C -5.5351 1.5833 3.6562 -0.01 0.01 -0.02
C -6.7371 0.8813 3.6421 0.00 0.02 0.05
C -7.1162 0.1653 2.5213 0.01 -0.02 -0.04
C -6.2859 0.1218 1.4053 -0.03 0.00 0.01
C -5.0959 0.8200 1.4230 0.07 0.00 0.02
S -3.9421 0.6527 0.0920 0.08 0.03 0.02
O -3.5694 1.9879 -0.3270 -0.04 0.00 -0.01
O -4.4840 -0.2353 -0.8891 -0.04 -0.01 0.00
O -2.8137 0.0039 0.8664 -0.13 -0.09 -0.04
H -3.6925 3.8822 0.8010 -0.01 -0.03 0.00
H -5.2273 2.1557 4.5222 -0.01 -0.01 0.01
H -7.3770 0.9022 4.5144 0.00 0.01 0.00
H -8.0536 -0.3749 2.5133 0.00 0.00 0.00
H -6.5433 -0.4574 0.5289 0.01 0.00 0.00
N -1.5806 -0.6256 3.0755 0.33 0.25 -0.18
C -0.7445 -1.3938 4.0337 0.02 -0.08 0.02
C -0.4148 -0.6503 5.3218 -0.06 -0.01 -0.03
C 0.4421 0.5925 5.1724 -0.01 0.16 0.02
N -0.2832 1.6287 4.4546 -0.09 -0.06 0.00
H -2.2116 -0.0232 3.6014 0.02 0.02 0.02
H -2.1755 -1.2667 2.5546 -0.05 0.00 0.07
H 0.1615 -1.7079 3.5115 0.02 0.06 0.03
H -1.2941 -2.2971 4.3120 0.05 -0.04 -0.07
H 0.1025 -1.3586 5.9735 -0.03 -0.02 0.01
H -1.3494 -0.3882 5.8332 -0.01 -0.01 0.00
H 1.3257 0.3345 4.5915 0.14 0.01 -0.06
H 0.7889 0.9090 6.1658 0.00 -0.05 0.01
H 0.2950 2.4367 4.2618 -0.01 -0.03 -0.04
H -1.1052 1.9636 4.9525 0.07 0.05 -0.05
```
Positions in Å, forces in eV/Å.

Summary:
Highest occupied orbital energy (alpha / beta) ... -8.2 / -8.1 eV
Energy relative to the best compared isomer or geometry (same formula, charge and spin) ... 0.00 kcal/mol
HOMO-LUMO gap (alpha / beta) ... 7.47 / 7.53 eV
<S²> ... 0.757
Electronic energy ... -7268.1124 Eh
Multiplicity ... 2



C15H24AlN4O5 | ωB97M-V/def2-TZVPD

Geometry as XYZ:
```
49
Properties=species:S:1:pos:R:3:forces:R:3
O 1.1378 2.1912 -2.7536 1.02 1.43 -1.19
H 1.7557 2.8070 -2.3293 -0.37 -0.04 -0.35
Al 0.0533 -0.0366 -0.1595 -0.59 -5.47 2.03
N -1.5889 -0.7783 -1.1101 -0.66 -0.62 -1.67
N 0.7613 -0.6253 -1.9843 -1.75 -1.05 -3.46
O -2.8874 -1.0363 -0.6185 0.30 0.55 1.31
O 1.8208 -0.1963 -2.5545 1.00 -1.10 1.37
C -1.4636 -1.1927 -2.3849 -1.53 0.25 3.30
C -0.1594 -1.1111 -2.9042 1.93 0.51 1.46
C -2.7034 -1.7273 -3.0188 -0.09 -0.41 -1.06
C 0.1934 -1.4147 -4.3262 -0.29 -0.01 -0.04
H -3.5301 -0.9965 -2.9854 0.47 -0.27 0.07
H -3.0534 -2.6329 -2.4906 0.19 0.45 -0.10
H -2.5251 -2.0129 -4.0655 -0.05 0.19 0.36
H 1.2717 -1.5999 -4.4193 -0.41 0.22 -0.03
H -0.1204 -0.5898 -4.9905 0.40 -0.23 0.19
H -0.3645 -2.3101 -4.6542 0.28 0.33 0.14
H -2.9219 -0.5976 0.2712 0.09 -0.53 -1.20
H 1.5238 1.3204 -2.5541 0.07 0.36 -0.48
O -0.0241 -2.0835 0.4795 0.14 0.48 0.32
H -0.7693 -2.5060 0.0362 0.21 -0.34 -0.13
H 0.8053 -2.5448 0.3189 -0.17 -0.40 -0.16
C -0.0116 1.5805 -0.6189 -0.40 5.26 -2.15
H 1.1651 1.4765 -0.6623 -1.97 1.06 -0.95
H -0.6689 1.4554 -1.5905 2.19 0.61 1.26
H -0.2354 2.5957 -0.3002 0.02 -0.29 0.44
O -2.4050 4.2937 0.3458 0.23 1.54 0.61
H -2.7761 4.5699 -0.5178 0.41 0.07 0.88
H -2.1757 5.1283 0.8711 -0.63 -1.69 -1.46
C -2.2469 1.0282 3.3643 0.30 -0.02 -0.50
C -1.3427 0.6963 4.3764 0.07 -0.09 -0.73
C -0.0601 0.2662 4.0515 0.06 0.15 -0.48
C 0.3049 0.1515 2.7120 -2.29 0.04 0.03
N -0.6453 0.3446 1.7486 0.40 -0.16 0.50
C -1.8636 0.8639 2.0321 1.05 -0.38 0.54
C 1.6411 -0.2404 2.2564 1.16 -0.85 -0.51
C 2.6610 -0.6434 3.1547 -0.45 0.16 -0.48
C 3.8907 -1.1053 2.6595 -0.55 0.20 -0.53
C 4.0802 -1.1049 1.2635 -0.56 0.33 0.43
C 3.0279 -0.6524 0.4328 0.39 -0.16 0.52
N 1.8126 -0.2682 0.8920 1.11 -0.47 1.54
H -3.2403 1.4035 3.5589 0.03 0.05 0.24
H -1.6246 0.7829 5.4036 -0.16 0.04 0.43
H 0.6696 -0.0123 4.7930 -0.16 0.25 0.35
H -2.4962 1.1930 1.1850 0.48 -0.34 0.51
H 2.4552 -0.6271 4.2356 0.28 -0.02 -0.72
H 4.6635 -1.4638 3.3534 -0.37 0.22 -0.44
H 5.0339 -1.4444 0.8380 -0.61 0.26 0.06
H 3.1751 -0.5939 -0.6410 -0.21 -0.07 -0.04
```
Positions in Å, forces in eV/Å.

Summary:
Highest occupied orbital energy (alpha / beta) ... -10.4 / -10.4 eV
Energy relative to the best compared isomer or geometry (same formula, charge and spin) ... 20.62 kcal/mol
HOMO-LUMO gap (alpha / beta) ... 6.38 / 6.38 eV
Charge ... +1
Electronic energy ... -1423.3470 Eh